A | Computed, not measured: a cluster of 8 separate species, H14NO10 in total, with ωB97M-V with the def2-TZVPD basis set.

Structure (ORCA input):
```
! wB97M-V def2-TZVPD RIJCOSX def2/J DEFGRID3
* xyz -1 1
N -16.2490 -12.5680 -0.0800
O -16.3680 -12.1900 1.1280
O -15.2510 -13.3250 -0.4200
O -16.4730 -11.6660 -0.8710
O -17.8330 -9.8910 -2.3600
H -18.4450 -9.5030 -1.7940
H -17.4290 -10.5680 -1.8160
O -15.7850 -11.0400 3.5270
H -14.8240 -11.1440 3.6220
H -15.9590 -11.4280 2.6750
O -16.6880 -9.3400 0.6600
H -16.6220 -10.2290 0.3020
H -17.1130 -9.4300 1.5140
O -13.8690 -10.8660 -2.8230
H -14.4380 -11.6100 -3.0110
H -14.2420 -10.4530 -2.0430
O -12.7000 -14.6740 -0.9310
H -13.5350 -14.5330 -0.4770
H -12.2130 -13.9100 -0.6670
O -13.4710 -11.3100 0.2960
H -14.1420 -11.6370 -0.2810
H -13.4110 -12.0380 0.9100
O -15.9370 -12.5270 -3.6460
H -16.2370 -12.0900 -4.4660
H -16.4290 -12.1070 -2.9360
*
```

The value obtained for the HOMO-LUMO gap is 9.6 eV.

***

B | Computed, not measured: a cluster of 8 separate species, H14NO10 in total, with ωB97M-V with the def2-TZVPD basis set.

Structure (ORCA input):
```
! wB97M-V def2-TZVPD RIJCOSX def2/J DEFGRID3
* xyz -1 1
N -0.2642 0.2057 0.2169
O -0.2959 1.4497 0.2917
O -1.3292 -0.3935 0.0800
O 0.8464 -0.4345 0.3876
O 3.2363 0.7471 0.4453
H 2.3211 0.4720 0.1586
H 3.1358 1.7030 0.7162
O -1.3570 -3.0542 0.4724
H -2.2801 -3.0512 0.0773
H -1.0930 -1.9938 0.4259
O 2.0813 -1.9425 -1.5051
H 2.1583 -1.3731 -2.2565
H 1.5990 -1.4001 -0.8829
O -3.9082 0.6029 0.9713
H -3.0158 0.6853 0.6754
H -4.0404 1.0274 1.8071
O 0.5733 3.8249 -0.5995
H 0.3705 2.9535 -0.4029
H 0.0176 4.0229 -1.3676
O 2.5951 -0.3926 3.1145
H 2.4108 -0.1286 2.2323
H 1.9018 -0.8022 3.3382
O -2.1665 -1.1918 -3.0388
H -1.9850 -0.9787 -1.9982
H -1.5119 -0.5577 -3.3592
*
```

The value obtained for the HOMO-LUMO gap is 10.3 eV.

***

Of them, the most stable is B and the least stable is A.

***

A | Computed, not measured: the molecule CH4S2, with ωB97M-V with the def2-TZVPD basis set.

Structure (ORCA input):
```
! wB97M-V def2-TZVPD RIJCOSX def2/J DEFGRID3
* xyz 0 1
C -0.2654 0.4147 -0.3204
S -0.0070 0.6763 1.4786
S -0.7867 -1.2283 -0.8360
H -0.9357 1.2710 -0.5166
H 0.5518 0.8074 -0.8160
H 1.1040 -0.0484 1.6437
H 0.3391 -1.8927 -0.6333
*
```

The SMILES is SCS. The value obtained for the HOMO-LUMO gap is 9.9 eV.

***

B | Computed, not measured: a cluster of 2 separate species, CH4S2 in total, with ωB97M-V with the def2-TZVPD basis set.

Structure (ORCA input):
```
! wB97M-V def2-TZVPD RIJCOSX def2/J DEFGRID3
* xyz 0 1
C 1.0394 -0.1854 1.9672
S -1.4204 0.8946 -2.8213
S -0.2049 -1.0995 1.5650
H 1.2863 0.7608 1.4371
H 1.6964 -0.4626 2.8286
H -0.6789 -0.0815 -3.3763
H -1.7179 0.1735 -1.6002
*
```

The SMILES is C=S.S. The value obtained for the HOMO-LUMO gap is 8.6 eV.

***

Of them, the most stable is A and the least stable is B.

***

A | Computed, not measured: a cluster of 2 separate species, CH2Br2S in total, with ωB97M-V with the def2-TZVPD basis set.

Structure (ORCA input):
```
! wB97M-V def2-TZVPD RIJCOSX def2/J DEFGRID3
* xyz 0 1
C -0.4245 0.9448 0.4458
S 1.8128 -1.6974 0.2447
Br -1.2207 0.5501 -1.1370
Br 0.6416 -2.1757 -1.5730
H -0.5878 0.3211 1.4062
H -0.2213 2.0570 0.6134
*
```

The value obtained for the HOMO-LUMO gap (spin up / spin down) is 5.3 / 5.3 eV.

***

B | Computed, not measured: a cluster of 2 separate species, CH2Br2S in total, with ωB97M-V with the def2-TZVPD basis set.

Structure (ORCA input):
```
! wB97M-V def2-TZVPD RIJCOSX def2/J DEFGRID3
* xyz 0 1
C 2.0068 0.0119 0.2655
S 1.8012 1.5218 -0.0908
Br 3.2123 -1.3531 -0.5492
Br -2.8218 0.9135 -0.8003
H 1.5887 -0.4632 1.0924
H -3.6076 1.4995 -1.8797
*
```

The SMILES is S=CBr.Br. The value obtained for the HOMO-LUMO gap is 8.8 eV.

***

Of them, the most stable is B and the least stable is A.

***

A | Computed, not measured: a cluster of 2 separate species, C24H29N3O3 in total, with ωB97M-V with the def2-TZVPD basis set.

Structure (ORCA input):
```
! wB97M-V def2-TZVPD RIJCOSX def2/J DEFGRID3
* xyz 0 1
O 0.4289 4.7692 -2.6654
O -3.9966 3.4350 -3.5273
N 2.1862 -2.0620 2.7270
O -0.2360 0.4083 7.5066
C 0.0283 3.7723 -3.2445
C -3.3529 2.5886 -4.1376
C 1.9910 -2.6991 1.6031
C 2.8808 -4.2876 -0.0882
C 3.0447 -3.5442 1.0595
C 1.8146 -0.6102 -1.5107
C -0.2347 -3.0810 6.3293
C 1.2538 0.4107 -0.7242
C 1.1389 -1.0670 -2.6559
C -0.4025 -1.9642 7.1613
C 0.2621 -2.9166 5.0300
C 0.0157 0.9746 -1.0800
C -0.1006 -0.5064 -3.0107
C -0.0747 -0.6839 6.7001
C 0.4163 -0.5364 5.4001
C 0.5830 -1.6352 4.5697
C -0.6651 0.5155 -2.2238
N -3.9126 1.9578 -5.1756
N -1.2468 3.4026 -3.1345
C 0.9870 2.9813 -4.1117
C -3.3216 0.9102 -6.0099
C 0.8123 0.7257 4.7041
C 1.0762 -1.2189 3.2140
C 1.5583 0.2184 3.4626
C -1.9982 1.1168 -2.6181
C -1.9261 2.2227 -3.6850
H -0.4856 0.1301 8.4003
H 1.0501 -2.6123 1.0678
H 3.6837 -4.9128 -0.4687
H 1.9479 -4.2726 -0.6455
H 3.9869 -3.5833 1.5978
H 2.7681 -1.0398 -1.2352
H -0.4901 -4.0731 6.6893
H 1.7787 0.7676 0.1511
H 1.5740 -1.8490 -3.2618
H -0.7898 -2.1000 8.1646
H 0.4020 -3.7716 4.3760
H -0.4075 1.7666 -0.4776
H -0.6183 -0.8636 -3.8887
H -4.8494 2.2639 -5.3943
H -1.8239 4.0249 -2.5874
H 0.6155 2.9486 -5.1327
H 1.1024 1.9771 -3.7139
H 1.9552 3.4795 -4.0970
H -2.4944 1.3178 -6.5952
H -4.0759 0.5208 -6.6967
H -2.9598 0.0878 -5.3896
H -0.0781 1.2967 4.4227
H 1.4536 1.3534 5.3310
H 0.2288 -1.2071 2.5183
H 1.3739 0.8588 2.5960
H 2.6340 0.2186 3.6670
H -2.4856 1.5164 -1.7272
H -2.6319 0.3106 -2.9901
H -1.3742 1.8493 -4.5445
*
```

The SMILES is CNC(=O)[C@H](Cc1ccccc1)NC(C)=O.C=C/C=N/[C@@H]1CCc2c(O)cccc21. The value obtained for the HOMO-LUMO gap is 8.8 eV.

***

B | Computed, not measured: the molecule C24H29N3O3, with ωB97M-V with the def2-TZVPD basis set.

Structure (ORCA input):
```
! wB97M-V def2-TZVPD RIJCOSX def2/J DEFGRID3
* xyz 0 1
C -3.2593 0.8429 -3.5569
C -2.2702 0.1920 -2.6013
N -0.9571 1.0550 -2.8838
O 0.1639 0.5655 -2.6414
O -1.1401 2.1790 -3.3934
H -4.1437 0.2130 -3.6843
H -3.6138 1.8024 -3.1584
H -2.8066 1.0313 -4.5411
H -2.0030 -0.8255 -2.9136
C 2.4796 -2.0752 3.3160
N 1.9699 -1.1072 2.3694
C 2.6580 0.0400 2.0821
O 3.7350 0.3530 2.5827
C 1.8461 0.8037 1.0328
C 2.6037 0.9890 -0.2819
C 3.8848 1.7799 -0.1103
C 5.0989 1.2340 -0.5399
C 6.2932 1.9132 -0.2874
C 6.2745 3.1572 0.3569
C 5.0530 3.7228 0.7448
C 3.8547 3.0406 0.4989
N 0.6565 -0.0238 0.8872
C -0.3483 0.3626 0.0365
C -1.4781 -0.3448 -0.2387
C -2.6214 0.1614 -1.1018
C -3.9533 -0.5859 -0.8912
C -5.1378 0.0408 -1.3142
C -6.3561 -0.6360 -1.3183
C -6.4356 -1.9310 -0.7937
C -5.2734 -2.5510 -0.3254
C -4.0287 -1.9122 -0.4421
C 0.6665 -1.2334 1.7304
C 0.6070 -2.5108 0.8858
C -0.4388 -1.2320 2.7994
H 3.4845 -1.7650 3.6101
H 1.8340 -2.1428 4.2015
H 2.5260 -3.0782 2.8740
H 1.5554 1.7805 1.4613
H 2.8342 -0.0106 -0.6944
H 1.9317 1.4969 -0.9919
H 5.0811 0.2718 -1.0614
H 7.2344 1.4637 -0.6033
H 7.2101 3.6798 0.5633
H 5.0227 4.6918 1.2473
H 2.8886 3.4674 0.7905
H -0.1970 1.3913 -0.3220
H -1.7125 -1.2188 0.3659
H -2.8456 1.2040 -0.7813
H -5.1024 1.0788 -1.6500
H -7.2363 -0.1618 -1.7517
H -7.3862 -2.4654 -0.7614
H -5.3095 -3.5579 0.0969
H -3.1127 -2.4489 -0.1722
H 1.5152 -2.5770 0.2708
H 0.5611 -3.3765 1.5584
H -0.2685 -2.5250 0.2322
H -0.1944 -0.4796 3.5607
H -1.4221 -1.0084 2.3789
H -0.4718 -2.2208 3.2742
*
```

The SMILES is C[C@H]([C@H](/C=C/N1[C@H](Cc2ccccc2)C(=O)N(C)C1(C)C)c1ccccc1)[N+](=O)[O-]. The value obtained for the HOMO-LUMO gap is 8.0 eV.

***

C | Computed, not measured: the molecule C24H29N3O3, with ωB97M-V with the def2-TZVPD basis set.

Structure (ORCA input):
```
! wB97M-V def2-TZVPD RIJCOSX def2/J DEFGRID3
* xyz 0 1
C -5.9630 -2.8165 -0.1714
H -6.5092 -2.6833 -1.1116
H -6.6776 -2.9097 0.6535
O -5.0442 -1.7793 0.0488
C -5.5118 -0.4888 0.1684
C -6.8554 -0.1670 0.0644
C -7.2913 1.1466 0.1397
C -6.3708 2.1564 0.3333
C -5.0313 1.8461 0.4613
C -4.5569 0.5338 0.3796
N -3.1993 0.3187 0.5439
C -2.2339 1.1250 -0.1713
C -1.5992 0.3207 -1.3228
N -1.0146 -0.9365 -0.8930
C 0.2786 -0.7938 -0.2569
C 1.3790 -0.8343 -1.3286
N 2.6565 -0.4014 -0.7793
C 2.9255 0.9487 -0.8079
O 2.1804 1.7152 -1.3749
C 4.1209 1.4443 -0.0003
C 5.1860 0.3992 0.1802
C 6.4954 0.7352 0.5002
C 7.4435 -0.2472 0.7264
C 7.0986 -1.5880 0.6524
C 5.8002 -1.9378 0.3458
C 4.8456 -0.9506 0.1064
C 3.4823 -1.3807 -0.2468
O 3.0954 -2.5240 -0.1393
H 5.4932 -2.9705 0.2813
H 7.8394 -2.3513 0.8350
H 8.4576 0.0367 0.9661
H 6.7843 1.7716 0.5736
C 4.6491 2.7260 -0.6528
H 5.2582 2.4866 -1.5217
H 5.2397 3.3091 0.0478
H 3.8057 3.3294 -0.9795
C 3.5352 1.7733 1.3910
H 4.3189 2.1568 2.0403
H 2.7558 2.5258 1.2941
H 3.1117 0.8813 1.8502
H 1.1232 -0.1615 -2.1474
H 1.4923 -1.8504 -1.7055
H 0.3786 0.1479 0.3044
H 0.4400 -1.6209 0.4376
C -1.9945 -1.7129 -0.1569
C -2.6192 -0.9223 1.0027
H -3.3713 -1.5178 1.5130
H -1.8311 -0.6656 1.7258
H -1.5233 -2.6250 0.2128
H -2.7871 -1.9896 -0.8570
H -0.8324 0.9256 -1.8090
H -2.3768 0.0852 -2.0563
H -2.7129 2.0105 -0.5854
H -1.4533 1.4487 0.5299
H -4.3240 2.6396 0.6490
H -6.6916 3.1852 0.4007
H -8.3436 1.3665 0.0456
H -7.5856 -0.9439 -0.0988
H -5.3652 -3.7257 -0.2309
*
```

The SMILES is COc1ccccc1N1CCN(CCN2C(=O)c3ccccc3C(C)(C)C2=O)CC1. The value obtained for the HOMO-LUMO gap is 7.3 eV.

***

Of them, the most stable is C and the least stable is B.

***

A | Computed, not measured: a cluster of 2 separate species, C3H12NOS in total, with ωB97M-V with the def2-TZVPD basis set.

Structure (ORCA input):
```
! wB97M-V def2-TZVPD RIJCOSX def2/J DEFGRID3
* xyz 1 1
C -0.4254 -0.5780 0.7794
C 0.8320 -0.2498 -0.0216
C 0.4861 0.4498 -1.3426
S 1.8571 0.3357 -2.5809
N -0.7838 -2.0308 0.9054
H -0.2997 -0.1571 1.7801
H -1.3274 -0.0605 0.4518
H 1.4637 -1.0941 -0.2502
H 1.4216 0.4153 0.5818
H 0.3123 1.5134 -1.1953
H -0.2672 -0.0790 -1.9182
H 2.1228 -0.9768 -2.5239
H -1.3138 -2.2016 1.7678
H -1.3073 -2.3963 0.1145
H 0.0097 -2.5943 1.1738
H -1.7386 3.0563 0.6567
H -0.2150 3.6698 0.6893
O -0.8269 2.9780 0.9321
*
```

The value obtained for the HOMO-LUMO gap is 8.2 eV.

***

B | Computed, not measured: a cluster of 2 separate species, C3H12NOS in total, with ωB97M-V with the def2-TZVPD basis set.

Structure (ORCA input):
```
! wB97M-V def2-TZVPD RIJCOSX def2/J DEFGRID3
* xyz 1 1
C 0.6158 0.8432 -0.8388
C 0.2076 -0.2408 -1.8765
C 0.2695 -1.6376 -1.3202
S -1.5055 -2.2702 -0.8631
N -0.4001 0.8481 0.3556
H 1.6753 1.0481 -0.4483
H 0.2695 1.6864 -1.3679
H 0.8839 -0.0735 -2.7570
H -0.7374 0.0484 -2.3319
H 0.6712 -1.5206 -0.2768
H 0.5598 -2.4222 -1.9701
H -2.0268 -2.1714 0.4001
H -0.0087 1.6331 1.0463
H -1.3998 1.0363 0.2139
H -0.3324 -0.0714 0.7911
H 1.1208 0.6091 3.8605
H -0.0648 1.8167 3.5113
O 0.2020 0.8383 3.8718
*
```

The value obtained for the HOMO-LUMO gap is 8.9 eV.

***

Of them, the most stable is A and the least stable is B.

***

A | Computed, not measured: a cluster of 2 separate species, C3H12NOS in total, with ωB97M-V with the def2-TZVPD basis set.

Structure (ORCA input):
```
! wB97M-V def2-TZVPD RIJCOSX def2/J DEFGRID3
* xyz 1 1
C 0.3572 0.5743 1.6517
C -0.1092 1.3377 0.3958
C -0.4625 0.3733 -0.6545
S -1.1315 1.2197 -2.1316
N -1.4851 2.0229 0.7048
H 1.1332 1.2615 1.9335
H 0.7546 -0.4610 1.4506
H -0.5918 0.6896 2.3663
H 0.5854 2.1486 -0.0143
H 0.5587 -0.0692 -0.9309
H -1.0751 -0.4533 -0.2297
H -0.8390 0.6045 -3.2256
H -2.0246 2.0703 -0.1700
H -1.9564 1.1463 1.0990
H -1.4855 2.7738 1.3681
H 2.0559 -4.5766 -1.5235
H 3.0737 -5.6835 -1.2924
O 2.6420 -4.9791 -0.7972
*
```

The value obtained for the HOMO-LUMO gap is 10.1 eV.

***

B | Computed, not measured: a cluster of 2 separate species, C3H12NOS in total, with ωB97M-V with the def2-TZVPD basis set.

Structure (ORCA input):
```
! wB97M-V def2-TZVPD RIJCOSX def2/J DEFGRID3
* xyz 1 1
C -0.8079 0.3911 -1.4620
C -0.0644 -0.0714 -0.1881
C -0.9732 -0.6591 0.9154
S -0.3710 -1.5430 2.3443
N 0.8926 -1.2542 -0.6111
H -1.5065 1.0721 -0.9989
H -1.4373 -0.3776 -1.9550
H -0.0504 0.8610 -2.1473
H 0.7164 0.6595 0.1635
H -1.7939 0.1752 1.2441
H -1.5298 -1.3798 0.3834
H -0.7449 -2.7252 1.8351
H 1.3767 -1.7250 0.1725
H 0.5190 -1.8172 -1.3194
H 1.6137 -0.7010 -1.1008
H 0.8357 3.4023 0.5144
H 1.8953 3.0483 1.4760
O 1.4298 2.6440 0.7339
*
```

The value obtained for the HOMO-LUMO gap is 10.0 eV.

***

Of them, the most stable is B and the least stable is A.